This record from the Open Molecules 2025 dataset describes a cluster of 2 separate species, C9H14O in total at a distorted geometry. The level of theory is wB97M-V/def2-TZVPD.

E_tot ... -426.5522 hartree
Structure (SMILES) ... Cc1ccc(O)cc1.CC
Maximum force ... 1.98 eV Å⁻¹
Kohn-Sham gap ... 9.264 eV
Net charge ... 0
E_HOMO ... -8.38 eV

Structure (XYZ):
```
24
Properties=species:S:1:pos:R:3:forces:R:3
C -1.66659 -0.78857 -2.51734 -0.575 -1.736 0.153
C -0.57019 -0.88533 -1.50207 0.758 0.724 -0.422
C -0.44693 -1.92508 -0.60429 -0.349 -0.334 0.652
C 0.54777 -1.95314 0.36978 0.456 0.138 -1.094
C 1.47108 -0.90894 0.38935 -0.591 0.097 0.533
O 2.33249 -0.74264 1.44259 0.340 0.775 -0.824
C 1.44543 0.09432 -0.57840 0.614 -0.698 0.204
C 0.45905 0.07332 -1.54003 -0.941 -0.209 0.324
H -1.60005 0.10588 -3.12105 -0.163 0.065 -0.102
H -2.65926 -0.94071 -2.07810 0.055 0.779 0.256
H -1.66070 -1.70134 -3.13581 0.439 0.462 -0.387
H -1.18340 -2.72259 -0.57179 0.012 0.006 -0.234
H 0.70995 -2.86957 0.92348 -0.206 0.242 0.521
H 2.49419 -1.57475 1.85500 0.114 -0.947 0.562
H 2.30335 0.75436 -0.56613 -0.309 0.405 -0.105
H 0.34784 0.84156 -2.28888 0.399 0.219 -0.089
C -0.94317 1.77517 1.22117 0.703 -0.387 0.307
C 0.26133 2.01608 2.11397 1.862 0.438 0.525
H -1.81898 2.00667 1.82276 -0.346 -0.093 -0.397
H -0.91483 2.33278 0.28616 -0.088 0.381 0.208
H -0.93690 0.73132 0.90394 -0.319 -0.068 0.186
H 1.26596 1.99712 1.66866 -0.407 -0.245 -0.818
H 0.43572 1.28735 2.91301 -0.747 -0.085 -0.005
H 0.32685 2.99671 2.59402 -0.713 0.072 0.046
```
Positions in Å, forces in eV/Å.

---

This record from the Open Molecules 2025 dataset describes a cluster of 2 separate species, C9H14O in total at a distorted geometry. The level of theory is wB97M-V/def2-TZVPD.

E_tot ... -426.5493 hartree
Structure (SMILES) ... Cc1ccc(O)cc1.CC
Maximum force ... 2.54 eV Å⁻¹
Kohn-Sham gap ... 9.294 eV
Net charge ... 0
E_HOMO ... -8.39 eV

Structure (XYZ):
```
24
Properties=species:S:1:pos:R:3:forces:R:3
C -1.41118 -0.42544 -2.46474 -0.133 0.491 0.822
C -1.63158 -0.21528 -0.97617 0.833 -0.138 -0.093
C -2.80352 0.22305 -0.40731 -0.547 -0.406 0.735
C -2.90718 0.33476 0.97979 -0.145 0.207 -0.321
C -1.84538 0.02485 1.80017 0.887 -0.059 0.866
O -1.93715 -0.07316 3.16251 -0.195 0.352 0.243
C -0.58921 -0.28561 1.27312 -0.394 -1.086 -2.260
C -0.54469 -0.47569 -0.11613 -0.718 0.483 -0.234
H -0.71237 -1.24932 -2.58623 -0.229 -0.213 -0.342
H -0.93043 0.46099 -2.88266 -0.059 0.018 -0.109
H -2.36196 -0.57028 -2.97102 0.105 -0.260 -0.206
H -3.75693 0.30373 -0.91782 0.325 0.328 -0.543
H -3.86052 0.66528 1.37218 0.005 -0.184 0.322
H -2.80075 0.21534 3.48236 0.075 -0.026 -0.207
H 0.29609 -0.63788 1.77995 -0.305 0.324 0.814
H 0.30517 -0.89075 -0.64731 0.419 0.138 0.523
C 3.03707 0.63155 0.62268 0.647 -0.361 -1.017
C 3.83356 0.02300 -0.58313 -0.450 -0.001 1.013
H 3.04403 1.70716 0.46624 -0.616 0.070 0.305
H 2.04735 0.18622 0.61954 -0.173 0.493 0.204
H 3.50131 0.43428 1.58646 0.100 -0.076 -0.033
H 4.25136 0.82365 -1.18502 0.312 -0.142 -0.067
H 4.59972 -0.64143 -0.18915 0.255 0.047 -0.351
H 3.17720 -0.56900 -1.21833 0.002 -0.001 -0.068
```
Positions in Å, forces in eV/Å.

---

This record from the Open Molecules 2025 dataset describes a cluster of 2 separate species, C9H14O in total at a distorted geometry. The level of theory is wB97M-V/def2-TZVPD.

E_tot ... -426.5563 hartree
Structure (SMILES) ... Cc1ccc(O)cc1.CC
Maximum force ... 1.18 eV Å⁻¹
Kohn-Sham gap ... 9.456 eV
Net charge ... 0
E_HOMO ... -8.55 eV

Structure (XYZ):
```
24
Properties=species:S:1:pos:R:3:forces:R:3
C -0.83932 2.83985 -1.74821 -0.858 -0.019 0.588
C -0.04865 1.83400 -0.94856 0.304 0.386 0.355
C 0.42130 2.13020 0.34775 -0.523 0.569 -0.896
C 1.33747 1.32349 0.96911 -0.220 -0.625 0.566
C 1.78161 0.16461 0.33286 0.749 -0.013 0.432
O 2.77852 -0.52316 0.99355 0.009 -0.222 0.178
C 1.34460 -0.16683 -0.92426 -0.553 0.429 -0.728
C 0.39042 0.66758 -1.52891 0.373 -0.670 -0.317
H -0.77840 3.82842 -1.29863 0.401 0.149 -0.070
H -0.49204 2.87897 -2.77746 -0.077 0.052 -0.033
H -1.92672 2.65994 -1.72912 0.300 -0.346 -0.237
H 0.05494 3.05628 0.78579 0.233 -0.172 0.226
H 1.68071 1.48270 1.99005 -0.003 0.203 -0.289
H 2.67428 -1.48119 0.93578 -0.125 0.237 -0.260
H 1.78463 -0.94784 -1.54188 -0.109 -0.158 0.504
H 0.04432 0.38703 -2.52000 0.062 0.178 -0.008
C -0.66936 -2.93513 0.91569 0.241 -1.091 -0.273
C -1.84316 -2.04261 1.27196 -0.804 -0.102 -0.032
H -0.17215 -3.43275 1.75679 -0.058 0.554 0.167
H -1.01776 -3.80653 0.34480 0.059 0.304 -0.200
H 0.08864 -2.43927 0.31053 -0.015 0.077 0.062
H -2.77538 -2.46648 0.88807 0.067 -0.051 -0.052
H -2.01747 -1.96346 2.33968 0.231 0.218 0.200
H -1.80105 -1.04784 0.83461 0.314 0.115 0.118
```
Positions in Å, forces in eV/Å.

---

This record from the Open Molecules 2025 dataset describes a cluster of 2 separate species, C9H14O in total at a distorted geometry. The level of theory is wB97M-V/def2-TZVPD.

E_tot ... -426.5015 hartree
Structure (SMILES) ... Cc1ccc(O)cc1.CC
Maximum force ... 6.08 eV Å⁻¹
Kohn-Sham gap ... 9.249 eV
Net charge ... 0
E_HOMO ... -8.45 eV

Structure (XYZ):
```
24
Properties=species:S:1:pos:R:3:forces:R:3
C 0.11876 -3.52370 -1.07113 1.043 -0.803 -1.318
C -0.59548 -2.36740 -0.50505 2.628 0.159 -0.236
C -1.91954 -2.36371 -0.16181 -1.372 -1.368 0.539
C -2.52991 -1.23797 0.37550 2.053 -0.275 0.234
C -1.69052 -0.16356 0.69136 0.136 0.109 -1.469
O -2.21677 0.98285 1.16558 -2.890 0.074 3.022
C -0.35021 -0.13795 0.35886 2.316 -1.600 -0.678
C 0.25494 -1.31166 -0.23759 -5.123 2.696 1.842
H 1.21557 -3.62957 -1.06724 -0.198 1.233 0.269
H -0.12838 -3.81735 -2.06693 -0.435 0.646 -1.307
H -0.10786 -4.42675 -0.65745 -1.170 -2.539 2.061
H -2.38431 -3.38345 -0.14587 -0.148 1.256 -0.450
H -3.53802 -1.16154 0.68550 -0.989 -0.294 0.105
H -2.98865 0.71504 1.82391 2.308 1.058 -2.121
H 0.34956 0.69063 0.57855 -1.000 -0.333 0.100
H 1.26166 -1.42762 -0.26045 2.846 -0.049 -0.608
C 2.13707 3.54008 -0.71209 -3.553 -2.278 0.816
C 1.71291 3.15969 0.81831 0.153 0.826 -1.695
H 2.10264 2.64104 -1.43145 -0.454 0.992 1.300
H 1.39391 4.29369 -1.12906 1.685 -0.503 0.542
H 3.15039 3.67861 -0.63080 2.339 1.669 -0.387
H 0.67578 2.90609 0.84673 -0.741 -0.466 -0.020
H 1.77927 4.00744 1.51895 0.415 -0.085 -0.504
H 2.29720 2.33707 1.21368 0.152 -0.126 -0.036
```
Positions in Å, forces in eV/Å.

---

This record from the Open Molecules 2025 dataset describes a cluster of 2 separate species, C9H14O in total at a distorted geometry. The level of theory is wB97M-V/def2-TZVPD.

E_tot ... -426.5490 hartree
Structure (SMILES) ... Cc1ccc(O)cc1.CC
Maximum force ... 1.83 eV Å⁻¹
Kohn-Sham gap ... 9.390 eV
Net charge ... 0
E_HOMO ... -8.50 eV

Structure (XYZ):
```
24
Properties=species:S:1:pos:R:3:forces:R:3
C -0.09124 2.21646 0.43584 -0.345 -0.124 -0.668
C 0.21800 1.01747 -0.40257 -1.404 -0.943 -0.686
C 0.15654 -0.27773 0.13094 1.245 0.680 0.205
C 0.51561 -1.36794 -0.63992 -0.467 0.078 0.106
C 0.67370 -1.22834 -2.01348 -0.326 -0.483 0.021
O 0.92884 -2.40308 -2.69214 0.272 0.050 0.058
C 0.55009 0.01170 -2.62459 0.789 -0.602 0.923
C 0.37501 1.09988 -1.77764 -0.170 0.840 -0.767
H 0.35062 2.01567 1.40410 0.396 0.997 0.155
H -1.14611 2.40908 0.59785 -0.535 -0.678 0.132
H 0.13047 3.11086 -0.14665 1.021 0.204 0.632
H -0.00439 -0.36078 1.19997 -0.035 -0.276 -0.016
H 0.63367 -2.35065 -0.20681 -0.153 -0.078 -0.012
H 0.39582 -2.45955 -3.48496 -0.041 0.167 -0.259
H 0.80520 0.11247 -3.66893 -0.343 0.154 -0.151
H 0.30825 2.06922 -2.26739 0.154 0.075 0.222
C -1.45354 -0.46121 3.90922 -0.501 0.874 -0.917
C -1.11246 1.01402 3.71288 0.071 0.942 0.443
H -2.49933 -0.55848 3.60527 0.026 -0.288 0.052
H -0.86448 -1.06053 3.21768 0.071 -0.363 0.363
H -1.40274 -0.77455 4.94326 0.410 -0.195 0.092
H -1.41291 1.43159 2.75299 -0.215 -0.423 -0.162
H -0.06190 1.30686 3.79824 0.101 -0.486 0.182
H -1.63263 1.63766 4.44683 -0.021 -0.123 0.054
```
Positions in Å, forces in eV/Å.

---

This record from the Open Molecules 2025 dataset describes a cluster of 2 separate species, C9H14O in total at a distorted geometry. The level of theory is wB97M-V/def2-TZVPD.

E_tot ... -426.4805 hartree
Structure (SMILES) ... Cc1ccc(O)cc1.CC
Maximum force ... 9.32 eV Å⁻¹
Kohn-Sham gap ... 9.781 eV
Net charge ... 0
E_HOMO ... -8.90 eV

Structure (XYZ):
```
24
Properties=species:S:1:pos:R:3:forces:R:3
C -0.27021 2.40974 1.37666 0.338 1.150 -1.089
C -0.53592 0.94551 1.14345 -1.154 -2.105 0.850
C -0.53526 0.00165 2.17302 2.129 0.668 4.275
C -0.87011 -1.35994 2.25895 -0.571 4.305 -8.249
C -1.23108 -1.74792 0.89778 -0.654 -5.041 3.191
O -1.40964 -3.20229 0.76362 -1.163 1.067 -0.113
C -1.35562 -0.97241 -0.19444 -0.185 -0.306 -1.122
C -1.00514 0.33027 0.00541 -0.746 3.945 -4.177
H 0.54500 2.74504 0.73071 0.433 -0.238 0.070
H -0.02553 2.85406 2.38081 -0.540 -1.225 -0.723
H -1.07210 3.00486 0.91095 -0.195 -0.242 0.576
H -0.03833 0.44206 3.07026 -0.761 -0.451 -0.116
H -0.83975 -2.03975 2.98666 0.323 -2.152 2.938
H -2.35715 -3.47648 0.60444 1.514 0.887 0.187
H -1.69477 -1.31976 -1.22410 0.566 0.258 1.782
H -1.19236 0.94126 -0.96415 0.539 -0.543 1.774
C 2.11668 -0.60220 -2.07540 -4.614 0.623 0.015
C 1.48042 0.82148 -2.19022 1.891 -1.714 -1.070
H 2.05978 -1.13675 -2.99510 0.617 -0.311 -0.776
H 2.90621 -0.82359 -1.46765 2.649 0.114 1.125
H 1.27914 -1.01636 -1.49827 0.178 -0.914 -0.010
H 0.62596 0.64830 -2.84621 -0.063 0.606 0.142
H 1.19712 1.09243 -1.20467 -0.307 0.800 0.609
H 2.22264 1.46081 -2.64249 -0.225 0.819 -0.090
```
Positions in Å, forces in eV/Å.